Record 1
The following is a quantum chemistry calculation of a structure of composition C67H50F2GaO8Si at a distorted geometry, from OMol25.

Its net charge is -1. The energy is -152352.343 eV. The value obtained for the gap between HOMO and LUMO is 5.2431 eV. The calculation puts the LUMO energy at -0.230 eV. The calculation puts the HOMO energy at -0.20113 Eh.

```
129
Properties=species:S:1:pos:R:3:mulliken_charge:R:1
C -3.89 -1.90 0.63 -0.978
Si -3.90 -1.13 -1.17 0.463
C -4.07 -2.59 -2.42 -0.937
C -5.30 0.20 -1.29 -0.339
C -6.79 -0.40 -1.60 -0.775
C -7.87 0.69 -0.94 0.486
F -7.33 2.09 -1.07 -0.350
F -7.89 0.41 0.52 -0.349
Ga -9.73 0.68 -1.85 0.352
C -2.23 -0.17 -1.51 0.543
C -2.16 1.34 -0.78 -0.311
C -0.87 2.36 -0.96 -0.527
C 0.38 1.78 -1.91 -0.352
C 0.31 0.27 -2.62 -0.322
C -1.00 -0.75 -2.44 0.021
H -4.44 -2.96 0.57 0.263
H -2.81 -2.01 1.06 0.276
H -4.51 -1.26 1.40 0.271
H -3.95 -3.66 -1.91 0.271
H -5.08 -2.47 -3.00 0.323
H -3.20 -2.52 -3.23 0.149
H -5.02 0.92 -2.20 0.251
H -5.22 0.84 -0.30 0.188
H -7.06 -0.43 -2.76 0.279
H -6.96 -1.49 -1.20 0.242
H -10.15 -0.84 -2.13 -0.354
H -10.75 1.46 -0.85 -0.306
H -9.60 1.55 -3.21 -0.279
H -3.08 1.73 -0.15 0.128
H -0.88 3.42 -0.46 0.321
H 1.31 2.51 -2.04 0.263
H 1.20 -0.11 -3.32 0.298
H -1.06 -1.82 -2.95 -0.155
C 0.66 -8.06 -8.20 -0.444
C -0.59 -7.57 -7.83 -0.477
C -0.69 -6.55 -6.88 -0.493
C 0.47 -6.04 -6.28 0.096
C 1.72 -6.55 -6.64 0.117
C 1.81 -7.55 -7.61 -0.546
C 2.94 -6.05 -5.98 0.619
O 4.04 -6.49 -6.29 -0.688
C 2.83 -5.01 -4.94 0.526
C 3.97 -4.56 -4.27 -0.739
C 3.87 -3.57 -3.29 -0.431
C 2.63 -3.01 -2.98 -0.490
C 1.49 -3.46 -3.65 -0.483
C 1.58 -4.46 -4.62 0.101
C 0.36 -4.95 -5.29 0.530
O -0.73 -4.46 -5.02 -0.680
H 0.73 -8.84 -8.95 0.386
H -1.50 -7.97 -8.29 0.394
H -1.67 -6.17 -6.60 0.457
H 2.79 -7.95 -7.90 0.445
H 4.95 -4.99 -4.50 0.448
H 4.76 -3.23 -2.76 0.433
H 2.55 -2.24 -2.23 0.613
H 0.52 -3.02 -3.40 0.279
C -0.64 0.60 5.09 -0.482
C -0.86 0.79 3.73 -0.576
C 0.20 1.07 2.88 -0.621
C 1.50 1.18 3.39 0.173
C 1.72 1.02 4.76 0.417
C 0.65 0.71 5.61 -0.673
C 3.08 1.18 5.32 0.478
O 3.28 1.03 6.52 -0.696
C 4.19 1.53 4.42 0.277
C 5.48 1.74 4.95 -0.549
C 6.54 2.06 4.10 -0.552
C 6.33 2.15 2.72 -0.338
C 5.05 1.95 2.19 -0.622
C 3.98 1.64 3.05 0.452
C 2.63 1.46 2.48 0.322
O 2.44 1.55 1.27 -0.687
H -1.47 0.37 5.75 0.397
H -1.87 0.71 3.33 0.505
H 0.02 1.21 1.81 0.643
H 0.82 0.57 6.68 0.449
H 5.65 1.66 6.02 0.440
H 7.53 2.23 4.51 0.384
H 7.16 2.39 2.06 0.398
H 4.89 2.03 1.12 0.451
C -8.94 4.86 0.04 -0.517
C -9.56 5.22 -1.15 -0.517
C -9.13 6.36 -1.84 -0.596
C -8.08 7.14 -1.33 0.333
C -7.48 6.78 -0.12 0.289
C -7.91 5.63 0.56 -0.535
C -6.42 7.63 0.46 0.534
O -5.89 7.31 1.52 -0.693
C -6.00 8.85 -0.25 0.181
C -5.03 9.69 0.31 -0.540
C -4.63 10.84 -0.36 -0.424
C -5.18 11.16 -1.60 -0.441
C -6.15 10.33 -2.16 -0.537
C -6.57 9.18 -1.48 0.166
C -7.62 8.33 -2.07 0.589
O -8.11 8.60 -3.16 -0.689
H -9.27 3.97 0.57 0.377
H -10.37 4.62 -1.55 0.463
H -9.61 6.63 -2.78 0.436
H -7.43 5.35 1.50 0.447
H -4.60 9.45 1.28 0.443
H -3.88 11.49 0.09 0.384
H -4.86 12.05 -2.13 0.372
H -6.58 10.58 -3.13 0.444
C 5.95 -3.24 1.71 -0.667
C 5.98 -1.96 2.25 -0.336
C 6.86 -1.65 3.28 -0.334
C 7.71 -2.64 3.80 0.006
C 7.66 -3.94 3.28 0.418
C 6.78 -4.23 2.22 -0.720
C 8.51 -5.00 3.84 0.612
O 8.47 -6.14 3.39 -0.677
C 9.41 -4.68 4.97 0.111
C 10.18 -5.69 5.56 -0.538
C 11.04 -5.39 6.62 -0.449
C 11.13 -4.09 7.09 -0.476
C 10.36 -3.08 6.51 -0.463
C 9.49 -3.38 5.46 0.104
C 8.65 -2.31 4.88 0.539
O 8.73 -1.16 5.30 -0.687
H 5.26 -3.48 0.90 0.510
H 5.31 -1.19 1.85 0.487
H 6.88 -0.64 3.69 0.457
H 6.75 -5.24 1.80 0.450
H 10.11 -6.72 5.19 0.448
H 11.63 -6.18 7.07 0.390
H 11.81 -3.85 7.91 0.384
H 10.44 -2.06 6.89 0.446
```

Record 2
The following is a quantum chemistry calculation of a structure of composition C67H52AlBrN2P3Si, from OMol25.

Its net charge is +1. The energy is -185681.128 eV. The value obtained for the gap between HOMO and LUMO is 7.7561 eV. The calculation puts the LUMO energy at -2.237 eV. The calculation puts the HOMO energy at -0.36726 Eh.

```
127
Properties=species:S:1:pos:R:3:mulliken_charge:R:1
Al -0.10 -0.89 0.61 0.900
C 5.02 -2.00 4.93 -0.627
C 3.73 -2.43 4.68 -0.897
C 3.06 -2.00 3.54 -0.470
C 3.67 -1.12 2.65 0.611
C 4.99 -0.71 2.91 -0.624
C 5.65 -1.14 4.04 -0.822
P 2.78 -0.57 1.16 1.720
C 4.11 -0.75 -0.09 0.666
C 4.48 0.26 -0.97 -0.363
C 5.51 0.06 -1.88 -0.699
C 6.18 -1.15 -1.93 -0.860
C 5.82 -2.17 -1.05 -0.761
C 4.79 -1.97 -0.14 -0.532
C 2.65 1.25 1.30 0.409
C 3.32 1.97 2.28 -0.954
C 3.26 3.36 2.32 -0.981
C 2.55 4.04 1.35 -0.956
C 1.85 3.34 0.38 -0.484
C 1.86 1.94 0.34 0.705
Si 0.59 1.01 -0.71 -2.310
C 1.02 0.37 -2.47 2.602
C 1.72 1.30 -3.41 -1.207
C 2.16 0.94 -4.61 -1.154
C 0.66 -1.07 -5.15 -0.365
C 0.03 -2.02 -4.18 -1.789
C 0.27 -1.64 -2.71 0.092
P -0.50 -2.50 -1.29 3.071
C -2.10 -3.06 -1.91 0.222
C -2.18 -4.08 -2.87 -0.664
C -3.41 -4.45 -3.39 -1.127
C -4.57 -3.80 -2.97 -0.769
C -4.50 -2.80 -2.02 -0.463
C -3.27 -2.43 -1.49 0.433
C 0.44 -3.99 -0.84 0.453
C 1.82 -3.90 -0.66 0.980
C 2.54 -4.99 -0.20 -1.148
C 1.88 -6.17 0.11 -0.709
C 0.51 -6.26 -0.03 -0.981
C -0.22 -5.18 -0.50 -0.900
C -0.87 2.20 -0.93 0.370
C -0.82 3.25 -1.85 0.080
C -1.82 4.21 -1.92 -1.024
C -2.89 4.16 -1.04 -1.094
C -2.98 3.12 -0.13 -0.589
C -2.00 2.13 -0.09 0.065
P -2.16 0.77 1.11 2.734
C -2.09 1.69 2.68 0.452
C -0.99 2.54 2.86 0.149
C -0.86 3.28 4.02 -0.631
C -1.81 3.18 5.03 -0.753
C -2.91 2.34 4.85 -0.758
C -3.05 1.60 3.69 -0.820
C -3.86 0.13 0.99 -0.051
C -4.18 -0.95 1.81 -0.258
C -5.44 -1.54 1.75 -0.627
C -6.38 -1.06 0.86 -0.748
C -6.07 -0.01 0.01 -1.038
C -4.81 0.58 0.07 -0.549
H 5.54 -2.34 5.82 0.420
H 3.23 -3.11 5.36 0.484
H 2.06 -2.35 3.35 0.331
H 5.49 -0.05 2.21 0.549
H 6.66 -0.81 4.23 0.443
H 3.98 1.22 -0.94 0.388
H 5.79 0.86 -2.56 0.488
H 6.99 -1.30 -2.63 0.420
H 6.34 -3.12 -1.07 0.475
H 4.53 -2.76 0.56 0.665
H 3.90 1.45 3.04 0.540
H 3.79 3.90 3.09 0.424
H 2.51 5.13 1.36 0.432
H 1.25 3.89 -0.34 0.433
H 1.89 2.33 -3.09 0.394
H 2.67 1.66 -5.24 0.488
H 0.40 -1.38 -6.16 0.623
H -0.35 -2.98 -4.52 0.481
H -1.28 -4.59 -3.19 0.657
H -3.46 -5.24 -4.13 0.452
H -5.52 -4.09 -3.38 0.443
H -5.40 -2.30 -1.69 0.399
H -3.22 -1.64 -0.75 0.033
H 2.32 -2.96 -0.86 -0.769
H 3.61 -4.91 -0.07 0.464
H 2.45 -7.02 0.48 0.428
H -0.01 -7.18 0.22 0.448
H -1.29 -5.26 -0.61 0.503
H 0.02 3.33 -2.54 0.359
H -1.75 5.01 -2.65 0.498
H -3.66 4.92 -1.07 0.430
H -3.81 3.09 0.56 0.719
H -0.24 2.63 2.09 -0.296
H 0.00 3.93 4.15 0.511
H -1.71 3.75 5.94 0.426
H -3.66 2.26 5.63 0.462
H -3.92 0.97 3.56 0.403
H -3.44 -1.33 2.51 0.259
H -5.67 -2.37 2.41 0.490
H -7.37 -1.52 0.81 0.398
H -6.80 0.36 -0.69 0.434
H -4.58 1.39 -0.61 0.521
C -0.43 -2.15 2.10 -1.549
C -0.65 -1.57 3.47 -0.358
C 0.05 -0.44 3.90 1.290
C -0.14 0.09 5.17 -1.023
C -1.07 -0.49 6.02 0.260
C -1.79 -1.61 5.61 -1.071
C -1.57 -2.14 4.35 -0.200
C -1.33 0.11 7.30 -0.161
N -1.56 0.60 8.32 -0.553
H -1.30 -2.75 1.80 0.884
H 0.41 -2.86 2.11 1.184
H 0.75 0.05 3.24 -0.243
H 0.41 0.97 5.48 0.603
H -2.51 -2.06 6.28 0.512
H -2.11 -3.03 4.04 0.580
Br 2.77 -0.51 -6.95 -0.028
C 2.08 -0.49 -5.10 0.369
C -0.55 -0.60 -4.44 -1.659
C -0.32 -0.25 -2.97 -0.190
N 1.58 -1.06 -2.32 0.800
C 2.74 -1.54 -2.98 -0.543
C 3.01 -1.33 -4.26 -1.020
H -1.45 -0.33 -4.98 0.515
H -1.24 0.06 -2.46 0.456
H 3.44 -2.11 -2.38 0.360
H 3.93 -1.70 -4.69 0.479
```